C2H4Cl2FN | wB97M-V/def2-TZVPD

energy above the lowest of the compared OMol25 structures with the same formula, charge and spin	122.0	kcal/mol
LUMO level	0.19	eV
strongest force on any atom	3.610	eV/Å
2S+1	1
total charge	0

Structure (XYZ):
```
10
Properties=species:S:1:pos:R:3:forces:R:3
C 0.876 0.782 -0.165 -1.7 0.0 0.8
C -1.433 -0.018 0.457 2.5 -0.2 2.6
N 1.410 -0.384 -0.581 -0.3 0.5 -0.8
F 2.392 -0.926 0.289 -1.6 0.0 -0.5
Cl -1.186 -1.606 -0.183 -0.2 -0.8 -0.7
Cl -2.770 0.828 -0.188 -0.4 0.4 -0.2
H 0.266 1.228 -0.997 0.9 -0.1 1.2
H 1.297 1.362 0.743 -0.8 -1.1 -1.9
H -1.448 -0.217 1.587 -0.4 0.9 -1.7
H 0.595 -1.049 -0.961 2.0 0.3 1.3
```
Positions in Å, forces in eV/Å.

natural (NBO) atomic charge list, values in e, 6 entries: -0.138 -0.519 -0.210 -0.228 -0.006 0.003

---

C2H4Cl2N2O | wB97M-V/def2-TZVPD

energy above the lowest of the compared OMol25 structures with the same formula, charge and spin	133.8	kcal/mol
LUMO level (alpha / beta)	-0.22 / -0.66	eV
strongest force on any atom	4.365	eV/Å
2S+1	1
total charge	0

Structure (XYZ):
```
11
Properties=species:S:1:pos:R:3:forces:R:3
C 1.353 0.422 -1.069 -0.2 -4.0 -1.7
C 0.265 -0.616 0.785 0.3 0.3 0.3
N 0.707 0.438 0.066 -0.2 1.1 1.8
N -2.294 -0.084 -0.226 1.0 -2.2 -2.3
O -1.639 -0.950 0.313 -2.1 1.2 0.2
Cl 0.847 -2.178 0.358 0.1 0.3 0.0
Cl -2.861 1.335 0.686 -0.1 0.8 1.5
H 1.752 1.298 -1.387 0.9 2.3 -1.1
H 1.457 -0.548 -1.617 0.1 1.3 0.7
H -0.202 -0.571 1.765 0.8 0.7 -0.3
H 0.617 1.454 0.327 -0.6 -1.8 0.9
```
Positions in Å, forces in eV/Å.

natural (NBO) atomic charge list, values in e, 6 entries: -0.218 -0.041 -0.479 0.031 -0.315 0.030

---

C2H4Cl2N2S3 | wB97M-V/def2-TZVPD

energy above the lowest of the compared OMol25 structures with the same formula, charge and spin	0.0	kcal/mol
SMILES	S[C@@H]1SN(S)NC1(Cl)Cl
LUMO level	-0.36	eV
strongest force on any atom	5.249	eV/Å
2S+1	1
total charge	0

Structure (XYZ):
```
13
Properties=species:S:1:pos:R:3:forces:R:3
S -2.441 -1.583 -0.923 -0.7 -0.8 -0.6
C -1.089 -0.611 -0.359 3.7 -1.5 -0.9
S 0.390 -1.401 1.087 -2.5 0.0 -1.5
N 0.797 0.184 1.123 1.0 1.3 1.2
S 1.954 0.822 0.003 -0.3 1.0 -0.9
N -0.251 1.114 1.217 -0.1 -2.0 -4.9
C -1.466 0.620 0.421 1.9 1.0 -0.2
Cl -1.807 1.982 -0.740 -0.3 -0.6 0.3
Cl -2.832 0.270 1.451 -0.4 0.4 0.4
H -2.073 -2.312 -2.068 0.5 1.2 1.2
H -0.216 -0.458 -1.118 -2.0 0.1 1.2
H 2.942 -0.037 0.153 0.2 -0.6 0.5
H -0.510 1.297 2.099 -1.0 0.5 4.1
```
Positions in Å, forces in eV/Å.

natural (NBO) atomic charge list, values in e, 6 entries: 0.058 -0.502 0.341 -0.596 0.171 -0.459

---

C2H4Cl2N7O2 | wB97M-V/def2-TZVPD

LUMO level (alpha / beta)	-4.96 / -6.15	eV
strongest force on any atom	4.035	eV/Å
2S+1	3
total charge	+1

Structure (XYZ):
```
17
Properties=species:S:1:pos:R:3:forces:R:3
C 0.263 2.064 -1.607 0.5 0.9 0.8
C -1.689 -0.880 0.847 -0.7 0.2 -0.6
N -0.601 -1.661 0.562 1.1 -0.1 0.0
N 2.392 0.322 0.699 0.6 -0.2 1.1
N 0.108 -2.034 -0.347 0.1 -0.1 0.8
N 3.444 -0.022 0.290 0.3 -0.1 -4.0
N -2.750 -1.561 1.178 -3.7 -0.6 1.3
N 1.269 0.570 0.778 -2.5 0.7 1.0
N 0.906 3.004 -1.929 -1.0 -1.0 0.6
O -1.664 0.420 0.944 0.1 -1.9 -0.3
O -0.376 1.242 -1.052 -0.4 0.2 -1.2
Cl -0.202 -1.584 -1.972 -0.6 0.1 -0.4
Cl 4.835 -0.407 1.255 2.1 -0.5 2.3
H -3.645 -0.947 1.547 3.0 -2.3 -1.3
H -2.813 -2.676 1.107 0.3 3.6 0.4
H -1.002 0.727 0.259 0.1 0.7 0.3
H 1.525 3.423 -2.560 0.6 0.4 -0.9
```
Positions in Å, forces in eV/Å.

natural (NBO) atomic charge list, values in e, 6 entries: 0.901 0.751 -0.181 0.060 0.025 -0.101

---

C2H4Cl2NO3P | wB97M-V/def2-TZVPD

energy above the lowest of the compared OMol25 structures with the same formula, charge and spin	0.0	kcal/mol
LUMO level	4.77	eV
strongest force on any atom	4.835	eV/Å
2S+1	1
total charge	-2

Structure (XYZ):
```
13
Properties=species:S:1:pos:R:3:forces:R:3
C 0.690 1.623 0.170 2.0 -0.1 0.2
C 1.179 -1.113 -1.477 1.1 1.3 -0.9
N 2.270 -0.893 -1.765 -0.3 0.0 -0.4
O 1.540 -3.619 -0.275 -0.7 0.3 0.3
O 0.971 -1.514 1.082 -0.5 -0.3 0.0
O -0.828 -2.691 -0.300 -2.5 0.1 -0.7
P 0.537 -2.607 0.166 3.5 -2.1 2.7
Cl 0.382 2.816 1.484 0.6 -0.2 0.3
Cl -9.081 5.118 2.176 -0.1 0.0 0.0
H 0.669 2.274 -0.703 0.1 -0.8 -0.2
H -0.099 0.953 0.278 -1.6 -0.9 -0.4
H 1.590 0.893 0.250 -1.1 2.0 0.2
H 0.181 -1.239 -1.086 -0.6 0.5 -1.1
```
Positions in Å, forces in eV/Å.

natural (NBO) atomic charge list, values in e, 6 entries: -0.574 0.006 -0.310 -1.103 -1.121 -1.121

---

C2H4Cl2O | wB97M-V/def2-TZVPD

energy above the lowest of the compared OMol25 structures with the same formula, charge and spin	23.4	kcal/mol
SMILES	O[C@H](Cl)CCl
LUMO level	0.76	eV
strongest force on any atom	4.584	eV/Å
2S+1	1
total charge	0

Structure (XYZ):
```
9
Properties=species:S:1:pos:R:3:forces:R:3
O 0.283 -1.692 0.087 -0.3 4.2 -0.6
C 0.408 0.018 -0.366 -0.2 -4.5 0.7
Cl 2.038 0.480 -0.026 0.2 0.2 0.0
C -0.608 0.738 0.461 -0.1 0.0 0.0
Cl -2.242 0.330 -0.095 -0.1 0.0 0.0
H 0.921 -2.130 -0.479 0.3 0.1 -0.3
H 0.205 -0.022 -1.431 0.0 0.2 0.1
H -0.525 0.461 1.511 0.1 0.0 -0.1
H -0.480 1.817 0.338 0.1 -0.2 0.1
```
Positions in Å, forces in eV/Å.

natural (NBO) atomic charge list, values in e, 6 entries: -0.767 0.054 0.019 -0.437 -0.031 0.459

---

C2H4Cl2O | wB97M-V/def2-TZVPD

energy above the lowest of the compared OMol25 structures with the same formula, charge and spin	23.6	kcal/mol
SMILES	OCC(Cl)Cl
LUMO level	0.72	eV
strongest force on any atom	4.301	eV/Å
2S+1	1
total charge	0

Structure (XYZ):
```
9
Properties=species:S:1:pos:R:3:forces:R:3
O -1.955 -1.042 -0.308 1.8 -3.9 -0.5
C -0.766 -1.107 0.434 1.0 3.1 -0.6
C 0.120 -0.069 -0.288 1.5 -3.3 -0.8
Cl 1.961 -0.265 -0.018 -1.4 0.5 0.4
Cl -0.616 1.376 0.074 -0.1 3.1 0.2
H -2.478 -0.378 0.012 -2.1 2.6 1.4
H -0.698 -0.767 1.443 -1.3 0.3 1.1
H -0.239 -1.977 0.501 0.6 -3.1 -0.8
H 0.059 -0.371 -1.326 -0.1 0.7 -0.3
```
Positions in Å, forces in eV/Å.

natural (NBO) atomic charge list, values in e, 6 entries: -0.688 -0.101 -0.237 -0.091 0.044 0.476

---

C2H4Cl2O2S | wB97M-V/def2-TZVPD

energy above the lowest of the compared OMol25 structures with the same formula, charge and spin	87.0	kcal/mol
LUMO level (alpha / beta)	-0.40 / -1.28	eV
strongest force on any atom	3.897	eV/Å
2S+1	1
total charge	0

Structure (XYZ):
```
11
Properties=species:S:1:pos:R:3:forces:R:3
C 1.780 -0.329 -0.417 -1.3 1.2 -0.7
C -0.350 0.754 0.761 0.6 -2.7 -0.2
O -2.929 0.069 0.214 -0.1 -0.1 0.9
O -1.181 -0.015 -1.473 -0.1 -0.1 -0.4
S -1.570 -0.170 -0.110 1.1 -1.1 -0.8
Cl -0.376 2.303 0.372 -0.1 3.7 -1.3
Cl -1.004 -2.162 0.391 -0.6 1.2 0.1
H 1.804 -1.401 -0.329 -0.1 -0.2 0.1
H 1.259 0.084 -1.349 1.2 -0.4 1.6
H 2.468 0.224 0.236 -0.4 0.0 -0.7
H 0.098 0.641 1.703 -0.1 -1.4 1.2
```
Positions in Å, forces in eV/Å.

natural (NBO) atomic charge list, values in e, 6 entries: -0.482 -0.575 -0.855 -0.901 2.096 0.146

---

C2H4Cl2OS | wB97M-V/def2-TZVPD

energy above the lowest of the compared OMol25 structures with the same formula, charge and spin	11.6	kcal/mol
LUMO level (alpha / beta)	0.36 / -1.92	eV
strongest force on any atom	2.181	eV/Å
2S+1	3
total charge	0

Structure (XYZ):
```
10
Properties=species:S:1:pos:R:3:forces:R:3
C -0.544 -0.939 0.388 -0.6 2.0 -0.6
C 0.295 -0.201 1.427 -0.7 -0.8 -0.6
O 2.327 2.116 1.065 0.0 -0.3 -1.1
S 2.241 0.856 0.008 0.7 0.5 -0.3
Cl -0.326 1.299 2.033 -0.4 -0.3 -0.2
Cl 1.003 -1.175 2.613 0.4 -0.5 0.6
H -1.463 -1.076 0.900 -1.5 0.0 0.4
H -0.793 -0.307 -0.523 0.5 -0.6 1.1
H -0.355 -1.946 0.073 1.3 -0.3 0.0
H 2.438 2.864 0.455 0.2 0.2 0.6
```
Positions in Å, forces in eV/Å.

natural (NBO) atomic charge list, values in e, 6 entries: -0.707 -0.128 -0.776 0.380 0.010 0.028

---

C2H4Cl3FN2 | wB97M-V/def2-TZVPD

energy above the lowest of the compared OMol25 structures with the same formula, charge and spin	0.0	kcal/mol
SMILES	[H]/N=C(\F)C(N)(Cl)Cl.Cl
LUMO level	0.38	eV
strongest force on any atom	4.485	eV/Å
2S+1	1
total charge	0

Structure (XYZ):
```
12
Properties=species:S:1:pos:R:3:forces:R:3
H -0.366 1.353 2.421 0.4 -0.3 -0.1
N 0.076 0.508 2.031 0.1 0.2 -2.3
C 0.331 0.692 0.802 -0.1 0.0 1.1
F 0.150 1.915 0.193 0.2 -1.0 0.2
C 0.877 -0.349 -0.234 0.5 0.7 0.9
N 0.445 -0.114 -1.503 -0.6 0.2 -1.0
Cl 0.407 -2.002 0.144 0.3 -0.1 0.6
Cl 2.809 -0.212 -0.128 -1.0 -0.1 0.3
H 0.528 -0.924 -2.114 0.0 0.7 0.0
H 0.531 0.815 -1.908 0.1 -0.5 0.2
Cl -3.203 -0.350 0.055 -2.3 3.7 -0.7
H -2.585 -1.333 0.242 2.4 -3.7 0.7
```
Positions in Å, forces in eV/Å.

natural (NBO) atomic charge list, values in e, 6 entries: 0.373 -0.616 0.604 -0.346 0.111 -0.830

---

Please write out number 1 again, unchanged.
C2H4Cl2FN | wB97M-V/def2-TZVPD

energy above the lowest of the compared OMol25 structures with the same formula, charge and spin	122.0	kcal/mol
LUMO level	0.19	eV
strongest force on any atom	3.610	eV/Å
2S+1	1
total charge	0

Structure (XYZ):
```
10
Properties=species:S:1:pos:R:3:forces:R:3
C 0.876 0.782 -0.165 -1.7 0.0 0.8
C -1.433 -0.018 0.457 2.5 -0.2 2.6
N 1.410 -0.384 -0.581 -0.3 0.5 -0.8
F 2.392 -0.926 0.289 -1.6 0.0 -0.5
Cl -1.186 -1.606 -0.183 -0.2 -0.8 -0.7
Cl -2.770 0.828 -0.188 -0.4 0.4 -0.2
H 0.266 1.228 -0.997 0.9 -0.1 1.2
H 1.297 1.362 0.743 -0.8 -1.1 -1.9
H -1.448 -0.217 1.587 -0.4 0.9 -1.7
H 0.595 -1.049 -0.961 2.0 0.3 1.3
```
Positions in Å, forces in eV/Å.

natural (NBO) atomic charge list, values in e, 6 entries: -0.138 -0.519 -0.210 -0.228 -0.006 0.003